ORCA calculation (wB97M-V/def2-TZVPD) on a molecular structure, C36H37N7O2SW.

## Properties
Total energy in a.u.: -2392.6505
Charge: +2
Strongest force on any atom in eV Å⁻¹: 0.7
LUMO (spin up / spin down) in Eh: -0.2249 / -0.2407
Relative energy (zero: lowest compared OMol25 entry of this formula, charge and spin) in eV: 0.141
Spin multiplicity: 3
Gap between HOMO and LUMO (spin up / spin down) in eV: 6.740 / 6.343

Structure (XYZ):
```
84
Properties=species:S:1:pos:R:3:forces:R:3:mulliken_spin:R:1
W -0.2233 0.0866 -0.7286 0.1054 -0.6316 -0.2068 1.38
S 2.8415 0.5083 -0.9668 0.1993 0.2711 -0.0686 0.03
O 1.9749 1.4626 -0.2565 0.0510 0.0865 -0.1086 0.00
O 3.5231 0.9206 -2.1488 -0.1479 -0.0264 -0.0178 0.00
N -2.5884 -0.3763 1.6674 -0.0636 -0.1394 -0.1220 0.02
N 0.0490 -1.6949 0.4679 0.1786 0.1645 0.0605 -0.02
N 6.6346 -1.8701 2.8024 -0.0797 0.0396 -0.0434 0.00
N -0.6083 0.8540 1.3301 -0.0535 0.0158 0.0011 0.01
N 0.2181 -1.0761 -2.7678 -0.4454 0.3290 0.1816 -0.02
N 2.4036 -1.9214 -3.1450 -0.1457 -0.1253 -0.2441 0.00
N 1.6962 -0.5885 -1.2691 -0.1013 -0.3491 -0.3634 0.06
C -1.8411 -2.4778 -0.6964 0.0640 -0.1229 0.1564 -0.09
C -0.0213 3.5162 -1.0000 0.0208 0.0154 -0.0281 -0.01
C -3.3549 3.5838 0.8349 0.0212 0.0951 -0.0737 -0.01
C -1.3922 1.8055 -1.9593 -0.1999 0.1528 -0.1857 0.07
C -1.5590 0.3362 2.1522 0.1427 0.2169 0.0799 0.00
C 4.1155 0.3924 1.4122 0.0583 -0.1502 -0.0029 0.00
C -4.6805 2.8706 0.6129 -0.0938 -0.0745 0.0310 0.00
C -1.0290 3.8202 -0.1149 -0.0139 0.0706 0.0532 -0.01
C 5.5324 -1.8925 0.6706 0.0018 -0.0136 -0.0347 0.00
C 1.9250 -2.5050 -4.2517 0.1311 0.0323 0.0741 0.01
C 1.0581 -1.7743 1.3538 -0.0589 -0.0273 -0.0225 0.01
C 3.9252 -0.1927 0.1610 0.2603 -0.0927 0.3065 0.00
C -0.2671 -1.7180 -3.8311 -0.1099 0.0423 -0.0750 0.02
C -0.7461 -2.7509 0.2471 -0.1768 -0.0037 -0.1122 0.07
C -2.9223 3.4774 2.3001 -0.0507 -0.0776 0.0645 0.00
C -2.4068 2.1069 -1.0144 -0.0985 -0.0269 -0.0608 0.07
C 5.0185 -0.1656 2.2923 -0.0304 0.0411 -0.0049 0.00
C -1.5153 0.5603 3.5462 -0.0378 -0.1859 -0.0130 -0.01
C -3.8133 -3.1352 -1.9054 0.0561 -0.0261 0.0388 0.02
C 4.6400 -1.3370 -0.2118 -0.0095 0.0897 0.0324 0.00
C -2.9789 -0.8771 -2.0553 -0.1369 -0.2798 0.0360 0.04
C 0.2846 1.7326 1.9006 -0.1234 -0.0872 -0.1317 0.06
C -0.5169 -3.9498 0.9086 -0.0406 -0.0636 0.0239 0.00
C -2.7657 -3.4489 -1.0504 -0.1471 -0.0972 -0.0850 -0.02
C -1.9192 -1.1631 -1.1925 0.0465 0.2472 0.1314 0.16
C -0.2030 2.5348 -1.9890 0.3122 0.1015 -0.0671 0.10
C 0.3417 2.0130 3.2280 -0.0420 -0.0160 0.0660 0.00
C -2.2586 3.1354 -0.1093 0.1168 0.0794 0.1019 -0.03
C -3.9191 -1.8464 -2.4000 0.0023 0.0937 -0.0243 -0.02
C 0.5222 -4.0382 1.8129 0.0101 -0.0904 0.0378 0.02
C 1.3226 -2.9256 2.0521 0.0162 -0.0096 0.0106 0.00
C 0.7534 2.4287 -3.1435 -0.0145 0.0257 -0.0126 -0.01
C 5.7494 -1.3098 1.9338 0.1418 -0.0774 0.1075 0.00
C -0.5702 1.3756 4.0823 0.1323 0.0930 0.1799 0.01
C 1.5056 -1.2413 -2.4740 0.2472 0.3034 0.4067 0.06
C 0.5859 -2.4495 -4.6295 0.0156 0.0221 0.0122 0.00
H -5.4311 3.2654 1.2974 0.0130 0.0000 -0.0193 0.00
H -0.8766 4.6343 0.5858 -0.0230 -0.0186 -0.0103 0.00
H 1.6635 -0.8881 1.4866 0.0021 0.0272 -0.0035 0.02
H -1.6397 1.2212 -2.8362 0.0573 -0.1151 -0.0147 -0.04
H -1.9362 3.9060 2.4846 -0.0265 0.0035 -0.0330 0.00
H 2.1436 -2.9478 2.7543 -0.0132 -0.0293 0.0011 0.00
H -2.6864 -4.4579 -0.6658 0.0036 0.0366 -0.0069 0.00
H 0.9056 4.0769 -0.9857 -0.0289 0.0018 0.0040 0.00
H -3.3011 -0.6905 2.3031 0.0228 -0.0156 0.0168 0.00
H -3.1074 0.1001 -2.4886 -0.0638 0.0316 -0.0376 0.00
H -3.6324 3.9992 2.9420 -0.0106 -0.0007 -0.0351 0.00
H 5.1827 0.2909 3.2606 -0.0015 -0.0056 -0.0192 0.00
H -4.7316 -1.5819 -3.0651 -0.0037 -0.0249 0.0154 0.00
H -5.0621 2.9994 -0.4017 0.0349 0.0168 0.0244 0.00
H -4.5382 -3.8909 -2.1768 0.0127 0.0187 -0.0012 0.00
H -3.5047 4.6463 0.6124 0.0023 0.0008 0.0144 0.00
H 2.6409 -3.0510 -4.8541 0.0252 -0.0023 0.0364 0.00
H -0.5457 1.5513 5.1506 0.0037 -0.0068 -0.0300 0.00
H 6.0897 -2.7773 0.3878 -0.0071 0.0236 0.0140 0.00
H 1.0797 2.7126 3.5922 -0.0223 -0.0126 0.0213 0.00
H -2.7685 -0.4857 0.6830 0.0738 0.0015 -0.0462 0.01
H 6.9219 -1.3599 3.6190 -0.0059 0.0101 0.0010 0.00
H -1.1557 -4.8000 0.7199 0.0327 -0.0010 0.0253 0.00
H -2.9039 2.4317 2.6188 -0.0344 0.1615 -0.0579 0.00
H 7.2772 -2.5689 2.4732 -0.0016 -0.0056 -0.0079 0.00
H 3.5684 1.2828 1.6927 -0.0087 0.0017 -0.0435 0.00
H -4.5934 1.7972 0.8149 0.0071 0.0477 0.0031 0.00
H 0.7662 1.4344 -3.5893 -0.0211 -0.0241 0.0108 0.02
H 1.7693 2.6959 -2.8618 -0.0168 -0.0057 0.0254 0.00
H -1.3270 -1.6171 -4.0345 0.0252 -0.0192 0.0106 0.00
H 0.7070 -4.9692 2.3333 0.0028 0.0250 -0.0029 0.00
H 0.2281 -2.9530 -5.5148 0.0297 -0.0076 0.0053 0.00
H -2.2700 0.0900 4.1633 0.0200 0.0052 -0.0030 0.00
H 4.4976 -1.7867 -1.1885 -0.0355 0.0568 0.0015 0.00
H -3.3471 1.5774 -1.0700 0.0084 -0.0270 0.0207 -0.01
H 0.9722 2.1947 1.2202 0.0058 0.0031 0.0335 0.00
H 0.4243 3.1226 -3.9210 0.0317 0.0144 0.0022 0.00
```
Forces are in eV/Å.



ORCA calculation (wB97M-V/def2-TZVPD) on 2 unconnected molecules or ions with the total composition C5H10O2.

## Properties
Total energy in a.u.: -346.9434
SMILES: CCC(=O)CC=O.[H][H]
Charge: 0
Strongest force on any atom in eV Å⁻¹: 0.6
LUMO in Eh: 0.0287
Relative energy (zero: lowest compared OMol25 entry of this formula, charge and spin) in eV: 2.232
Gap between HOMO and LUMO in eV: 10.617

Structure (XYZ):
```
17
Properties=species:S:1:pos:R:3:forces:R:3:mulliken_charge:R:1
O 0.3873 -1.3781 -0.9650 -0.0100 0.4831 0.0932 -0.54
O 1.7979 0.3256 1.7002 0.1839 0.2106 -0.5253 -0.42
C 1.5152 0.6933 -0.6741 -0.0024 -0.0365 -0.0353 -0.69
C 0.2801 -0.2062 -0.6822 -0.0211 -0.2455 -0.0799 0.54
C -1.0451 0.4472 -0.3554 -0.0068 -0.0126 0.0099 -0.29
C -2.2203 -0.5200 -0.3455 -0.0425 -0.0610 0.0116 -1.12
C 2.2426 0.7279 0.6536 -0.1320 -0.0761 0.3145 0.01
H -1.2008 1.2432 -1.0992 0.0630 -0.0797 0.1057 0.35
H 3.2527 1.1859 0.6083 -0.0944 -0.0429 0.0196 0.34
H 1.2608 1.7348 -0.9174 0.0334 -0.1258 0.0163 0.31
H -0.3236 -1.7482 2.0988 0.0225 -0.0576 0.0098 0.07
H -3.1619 0.0195 -0.2035 0.1486 -0.0691 -0.0071 0.37
H -2.1169 -1.2530 0.4594 0.0058 0.1085 -0.1342 0.23
H -2.2762 -1.0731 -1.2875 0.0159 0.0861 0.1281 0.28
H -0.9331 0.9603 0.6104 0.0272 -0.0665 -0.1172 0.29
H 2.2161 0.3382 -1.4374 -0.0656 0.0368 0.0876 0.35
H 0.3253 -1.4973 1.8364 -0.1254 -0.0521 0.1026 -0.08
```
Forces are in eV/Å.



The highest relative energy (zero: lowest compared OMol25 entry of this formula, charge and spin) belongs to which entry?
C5H10O2



Which formula does entry 2 have?
C5H10O2



Which of these has the lowest strongest force on any atom?
C5H10O2